Density functional theory data (ωB97M-V/def2-TZVPD) for 2 unconnected molecules or ions with the total composition C7H15BFNO.

Structure (XYZ):
```
26
Properties=species:S:1:pos:R:3:forces:R:3
C 2.08481 0.73779 -0.70708 0.082 0.143 -0.078
C 1.30853 0.45743 -1.74960 0.000 -0.144 0.007
C 0.48898 1.46419 -2.53321 -0.065 0.151 -0.161
B -0.53846 1.92271 -1.43955 0.090 -0.186 0.071
C -1.91022 1.17251 -1.24130 -0.041 -0.117 0.033
C -1.75940 -0.34082 -1.10905 -0.004 -0.168 0.043
F -1.66694 -0.92892 -2.37609 0.079 0.022 -0.061
H 2.65609 -0.02393 -0.19251 -0.102 -0.007 0.042
H 2.21122 1.75719 -0.35661 -0.010 -0.042 -0.008
H 1.20468 -0.57894 -2.06392 -0.003 0.047 0.037
H 1.12365 2.27212 -2.90074 0.015 -0.016 0.065
H 0.02121 0.97048 -3.38502 0.032 0.001 0.020
H -0.21409 2.78674 -0.67882 -0.037 0.057 -0.068
H -2.48214 1.54312 -0.38759 0.061 0.001 0.014
H -2.54117 1.32182 -2.12732 0.000 0.085 0.037
H -2.61792 -0.80353 -0.61656 -0.048 0.102 -0.039
H -0.85438 -0.63219 -0.57194 -0.085 0.091 0.047
O 2.02164 -0.80708 2.34092 0.162 0.064 -0.026
C 0.91916 -1.29393 2.47033 -0.146 -0.066 0.073
N 0.32308 -2.00166 1.47208 0.035 0.002 -0.082
C 0.12424 -1.15318 3.74767 -0.003 0.009 0.009
H -0.57986 -2.42571 1.57011 0.008 0.005 0.031
H 0.82730 -2.10924 0.60815 -0.012 -0.033 0.003
H -0.01410 -0.09226 3.95033 -0.008 0.000 -0.005
H 0.71061 -1.56965 4.56520 -0.002 -0.005 -0.005
H -0.84653 -1.64507 3.71213 -0.001 0.003 0.001
```
Forces are in eV/Å.

Values from the calculation:
Charge: 0
Multiplicity: 1
Orbital gap (eV): 9.99
E (Eh): -530.406323
HOMO level (eV): -9.397
Structure (SMILES): C=CCBCCF.CC(N)=O

***

Density functional theory data (ωB97M-V/def2-TZVPD) for a molecular structure, C7H15BI2O5P.

Structure (XYZ):
```
31
Properties=species:S:1:pos:R:3:forces:R:3
C 3.57086 -0.73952 -2.68283 -0.217 0.339 -0.334
C 3.58016 0.74793 -2.45347 0.034 -0.165 0.095
I 5.32304 1.70247 -3.05229 -0.188 0.015 0.042
C 2.53542 1.38973 -1.90851 0.444 0.731 0.022
I 2.47626 3.46278 -1.54806 -0.041 -0.280 -0.025
P 1.06414 0.54177 -1.39111 -0.237 -0.008 0.006
B 0.29115 -0.70665 -2.70789 -0.274 -0.850 -0.350
O -0.39415 -0.28702 -3.77921 0.573 0.134 -0.043
O 0.44532 -2.03363 -2.49590 -0.365 0.603 0.244
H 3.17016 -1.27516 -1.82855 0.045 -0.179 0.181
H 2.93891 -0.94594 -3.54626 -0.097 -0.136 -0.121
H 4.55125 -1.11262 -2.93707 0.200 -0.141 0.170
H 0.12110 1.52746 -1.11955 -0.039 0.027 0.143
H 1.22407 -0.15883 -0.18851 0.068 0.089 0.105
H -0.18045 0.58605 -4.11618 -0.286 0.261 -0.094
H 0.55278 -2.24777 -1.56683 0.223 -0.470 0.153
C -4.19906 -0.83894 1.77053 0.172 -0.099 0.112
C -3.68001 0.58020 1.83685 -0.297 -0.051 -0.221
O -2.71278 0.74506 2.89049 -0.055 0.069 -0.007
C -1.48987 0.31897 2.64095 -0.112 -0.019 0.147
O -1.09863 -0.16290 1.59995 0.271 0.020 -0.326
O -0.75435 0.50701 3.72808 0.091 0.019 0.015
C 0.59244 0.03864 3.65357 0.105 -0.028 0.071
H -4.58725 -1.14587 2.74119 -0.082 0.040 -0.011
H -4.99874 -0.91169 1.03457 -0.023 0.028 0.001
H -3.40895 -1.53493 1.49133 0.010 0.022 -0.054
H -4.48337 1.26908 2.08454 0.064 0.051 0.126
H -3.24734 0.89790 0.88865 0.110 -0.037 0.025
H 1.09976 0.44871 2.78217 -0.023 -0.007 -0.041
H 0.61342 -1.04938 3.62421 -0.005 -0.008 -0.071
H 1.08470 0.38707 4.55512 -0.068 0.028 0.041
```
Forces are in eV/Å.

Values from the calculation:
Charge: +1
Multiplicity: 1
Orbital gap (eV): 8.79
E (Eh): -1613.340307
HOMO level (eV): -12.779

***

Density functional theory data (ωB97M-V/def2-TZVPD) for a molecular structure, C7H15Cl2N5O2PRh at a distorted geometry.

Structure (XYZ):
```
33
Properties=species:S:1:pos:R:3:forces:R:3
C 1.84639 2.59083 -2.31638 -0.981 0.476 -0.454
C 1.31708 1.24493 -1.83983 2.905 0.477 4.885
H 2.29487 3.44052 -1.76193 0.497 -1.568 0.562
H 0.82436 2.94060 -2.47382 0.835 1.305 -0.914
H 2.34212 2.45385 -3.27300 -0.009 0.165 -0.214
O 1.66581 0.48808 -0.92795 -0.928 4.004 -1.735
Cl -0.23271 1.13608 -2.45665 -2.970 -1.779 -1.113
Rh -1.15585 -0.76852 0.72028 -3.781 0.238 -5.098
P 0.39501 -2.10213 -0.40007 2.579 -0.878 -2.739
C 1.36751 -3.20900 0.68042 -0.722 0.105 0.302
C -0.77467 -2.94018 -1.52795 -0.276 -0.290 0.764
H 1.10804 -1.07742 -2.47040 0.403 -0.685 0.225
H 2.05062 -2.57485 -2.11165 -0.231 -0.437 -0.049
H 2.44301 -1.04563 -1.28030 -0.081 -1.079 -0.353
C 1.63889 -1.66012 -1.69837 -0.080 -0.194 0.136
H -1.18470 -2.18956 -2.22308 0.099 -0.294 0.311
H -0.18673 -3.67549 -2.08548 -0.221 -0.075 0.032
H 1.85346 -3.97633 0.06539 -0.223 0.111 0.111
H 0.68674 -3.65546 1.41758 0.402 -0.136 -0.093
H -1.55194 -3.41116 -0.91707 -0.024 -0.158 -0.610
H 2.14897 -2.63147 1.19948 -0.326 -0.069 -0.204
C -0.28890 -0.88391 2.25742 2.846 -1.866 10.031
O -0.23163 -1.10154 3.39404 0.234 0.689 -3.423
Cl -2.93282 -2.26514 1.19154 0.592 0.680 0.000
N -1.28912 3.80901 3.39615 -0.996 0.707 -1.153
N -1.66882 2.84726 2.50439 2.280 0.551 -2.494
N -2.24865 3.25688 1.33378 -0.105 -1.812 1.188
C -2.11511 2.16202 0.60068 -0.512 -0.027 -0.014
N -1.39172 1.20073 1.23250 0.028 2.157 0.535
N -0.98057 1.71714 2.43374 -2.659 0.425 -1.043
H -1.10796 3.33482 4.22752 0.462 -0.489 2.089
H -2.01077 4.54061 3.47035 0.358 -0.521 -0.051
H -2.63021 2.00454 -0.36134 0.604 0.267 0.585
```
Forces are in eV/Å.

Values from the calculation:
Charge: +2
Multiplicity: 5
Energy above the lowest of the compared OMol25 structures with the same formula, charge and spin (kcal/mol): 23.2
Orbital gap (spin up / spin down) (eV): 8.78 / 4.74
E (Eh): -2071.400570
HOMO level (spin up / spin down) (eV): -15.522 / -16.869

***

Density functional theory data (ωB97M-V/def2-TZVPD) for 2 unconnected molecules or ions with the total composition C7H15Cl3FNO4SSi at a distorted geometry.

Structure (XYZ):
```
33
Properties=species:S:1:pos:R:3:forces:R:3
C -2.15899 -2.08747 -0.27416 0.259 0.760 0.377
C -0.88622 -2.67818 0.34670 -1.051 1.905 0.420
O -0.48535 -3.74829 0.12311 0.625 -2.400 -0.488
O -0.18571 -1.90600 1.26712 0.119 0.765 -0.380
C -0.11461 -0.52730 0.91034 -1.108 -0.534 -0.125
N 0.94248 0.20779 1.62759 1.011 -0.029 -0.487
Si 0.97784 1.90529 0.97985 -0.372 2.240 0.566
C 0.71871 3.04107 2.49048 -0.274 -0.232 -0.434
C 2.52737 2.36236 0.00770 -0.275 0.264 -0.045
C -0.49845 2.29125 -0.17624 0.435 -0.887 -0.201
S 2.41924 -0.56840 1.54068 0.116 -2.453 -0.265
O 2.82513 -0.77624 0.18547 0.239 1.643 -0.051
O 2.45371 -1.76868 2.28970 -0.295 0.575 1.135
F 3.38307 0.45350 2.33013 -1.237 -0.267 -1.057
H -1.88913 -1.49252 -1.17713 -0.139 -0.665 0.834
H -2.65439 -1.37663 0.42085 0.219 -0.518 -0.316
H -2.86419 -2.88909 -0.55027 0.530 0.333 0.068
H -1.07451 -0.06051 1.22166 0.673 0.062 -0.300
H -0.00620 -0.47523 -0.19742 0.119 0.178 0.637
H -0.14687 2.65625 3.07350 0.714 0.113 -0.087
H 0.39759 4.04538 2.13811 0.446 -0.485 0.161
H 1.63559 3.11806 3.10201 -0.591 0.013 -0.072
H 2.47251 1.85619 -0.97631 0.416 0.185 0.541
H 2.46024 3.45993 -0.17555 -0.100 -0.627 0.094
H 3.48330 2.20026 0.53195 -0.410 -0.187 -0.415
H -0.50845 3.36284 -0.44966 0.074 -0.478 0.344
H -1.46986 2.00114 0.26880 0.431 0.245 -0.383
H -0.31781 1.72512 -1.11895 -0.450 0.326 0.464
C -2.26603 -2.85659 -4.06643 0.090 -0.173 0.086
Cl -3.67183 -3.90416 -3.85802 0.037 0.065 -0.033
Cl -2.58201 -1.25265 -3.38818 -0.151 0.171 -0.618
Cl -0.83809 -3.57363 -3.31952 -0.063 0.061 -0.045
H -2.07810 -2.74484 -5.12791 -0.040 0.030 0.075
```
Forces are in eV/Å.

Values from the calculation:
Charge: 0
Multiplicity: 1
Energy above the lowest of the compared OMol25 structures with the same formula, charge and spin (kcal/mol): 12.9
Orbital gap (eV): 10.71
E (Eh): -2799.568360
HOMO level (eV): -10.451
Structure (SMILES): CC(=O)OCN([Si](C)(C)C)S(=O)(=O)F.ClC(Cl)Cl

***

Q: What is the E in the second record?
A: -1613.340307 Eh

***

Q: The highest multiplicity belongs to which entry?
A: C7H15Cl2N5O2PRh

***

Q: The highest E belongs to which entry?
A: C7H15BFNO